1.
Molecular formula: C3H2FO3
Method: DFT, ωB97M-V/def2-TZVPD

Geometry (Å):
1 C 2.727 -0.054 0.139
2 H -0.898 -0.852 -0.766
3 O 1.058 -0.163 -1.790
4 O 2.344 0.801 0.965
5 O 3.827 -0.482 -0.219
6 F -0.185 -2.803 0.737
7 C 0.044 -0.127 -0.681
8 H -0.260 0.887 -0.366
9 C 1.417 -0.530 -0.591

Forces on atoms 1 to 6 (eV/Å):
C 2.0958 -0.1910 1.1503
H 2.8236 1.0329 0.2577
O 0.4867 -0.5491 0.8735
O -0.2406 -0.8717 -1.3987
O -1.5027 0.3454 0.0735
F 0.1194 0.5310 -0.4719

HOMO-LUMO gap (spin up / spin down) = 6.54 / 6.54 eV
net charge = -1
LUMO (spin up / spin down) = 2.1 / 2.1 eV
max |F| = 3.52 eV/Å
HOMO level (spin up / spin down) = -4.425 / -4.425 eV
molar mass = 105.044 g/mol

Atom charges from the Löwdin analysis, given in e for atoms 1 to 6:
1 C -0.640
2 H 0.152
3 O 0.125
4 O 0.043
5 O 0.021
6 F -0.806

***

2.
Molecular formula: C32H45N5O2ReSbSi3
Method: DFT, ωB97M-V/def2-TZVPD

Geometry (Å):
1 H 3.244 -3.161 -3.363
2 H 2.873 2.402 -3.160
3 H 0.768 -0.621 -4.039
4 C -1.816 2.709 0.500
5 C -1.889 -0.181 2.306
6 H 4.995 -0.401 -1.637
7 Si 2.498 -0.152 2.373
8 N -2.159 1.098 2.109
9 H 2.267 3.453 1.538
10 C -2.222 -2.239 3.691
11 H 0.867 -4.810 -0.042
12 H 4.668 -0.036 3.423
13 H 5.134 -0.754 -3.358
14 H 1.731 -3.124 -2.473
15 H -3.517 1.637 -1.279
16 H -0.654 3.105 -4.613
17 H -4.813 -3.065 -1.291
18 C -0.866 3.091 -3.553
19 C -1.628 4.138 -1.543
20 Sb 1.780 0.347 -0.347
21 H 4.864 -0.082 1.674
22 H 1.132 -2.410 -0.536
23 H 1.552 3.438 -2.585
24 H 1.859 0.777 -4.233
25 N -0.922 1.848 -1.517
26 H 1.035 3.824 0.313
27 C -4.542 -2.020 -1.285
28 H -0.263 1.042 -3.294
29 C 2.609 3.204 -2.472
30 C -3.235 -1.629 -1.068
31 C 2.107 3.811 0.521
32 C 2.156 -1.961 2.387
33 H -1.436 -5.796 -0.084
34 H 0.329 0.964 2.677
35 C -5.513 -1.058 -1.510
36 C -3.832 0.604 -1.284
37 C 1.811 -0.304 -4.103
38 C 2.745 -2.731 -2.486
39 C 0.154 -2.864 -0.543
40 H 4.565 0.830 -2.848
41 H 5.325 3.434 -0.460
42 H -1.525 5.136 -3.445
43 H 1.156 0.728 4.212
44 C 1.301 0.998 3.159
45 H -2.683 -3.932 4.896
46 H 2.464 4.847 0.477
47 H -6.542 -1.352 -1.674
48 H -5.245 -0.518 5.411
49 C -0.649 1.936 -2.828
50 H -4.633 -2.855 5.972
51 C 0.001 -4.207 -0.274
52 C 4.791 2.480 -0.377
53 C -4.396 -0.986 4.933
54 Si 2.819 -0.904 -2.682
55 H 3.174 4.094 -2.775
56 H 1.272 -2.197 1.799
57 O -1.195 -2.918 3.134
58 N -2.888 -0.323 -1.050
59 H 4.376 1.425 2.489
60 C -1.354 4.216 -2.901
61 C -2.559 -0.906 3.358
62 O -1.012 -0.806 1.517
63 H 1.668 2.025 3.131
64 C -3.652 -0.295 4.015
65 C -1.272 -4.748 -0.299
66 C -2.341 -3.917 -0.594
67 H -3.343 -4.318 -0.612
68 H 4.959 2.100 0.628
69 C -4.046 -2.304 5.248
70 H 3.282 -3.086 -1.604
71 H 2.225 -0.758 -5.011
72 H 1.982 -2.317 3.409
73 H 5.241 1.796 -1.091
74 Re -0.842 0.086 -0.324
75 H -2.362 3.429 1.099
76 H -2.028 4.983 -0.997
77 N -0.875 -2.040 -0.815
78 C -5.149 0.279 -1.528
79 H -5.870 1.060 -1.723
80 Si 3.018 2.798 -0.722
81 H -3.897 0.728 3.767
82 H -0.803 -2.369 2.443
83 C 4.528 -0.231 -2.608
84 C -2.124 -2.575 -0.834
85 C -2.968 -2.918 4.648
86 C -1.427 2.940 -0.881
87 N -1.602 1.512 0.937
88 C 4.260 0.341 2.477
89 H 3.008 -2.512 1.985

Forces on atoms 1 to 6 (eV/Å):
H 0.0056 0.0004 0.0485
H 0.0212 0.0297 -0.0051
H 0.0328 -0.0633 -0.0276
C -0.0264 0.0751 -0.0929
C -0.0033 0.2217 0.2876
H -0.0008 -0.0151 -0.0249

expectation value of S² = 3.800
HOMO-LUMO gap (spin up / spin down) = 6.30 / 4.98 eV
net charge = +3
LUMO (spin up / spin down) = -9.1 / -10.4 eV
spin multiplicity = 4
max |F| = 1.47 eV/Å
HOMO level (spin up / spin down) = -15.364 / -15.355 eV
molar mass = 923.970 g/mol

Atom charges from the Löwdin analysis, given in e for atoms 1 to 6:
1 H 0.066
2 H 0.012
3 H 0.030
4 C -0.018
5 C -0.368
6 H 0.042

***

3.
Molecular formula: C9H8N2S
Method: DFT, ωB97M-V/def2-TZVPD

Geometry (Å):
1 H 2.005 2.097 0.153
2 C -0.800 0.182 -0.214
3 H 1.677 -2.259 0.018
4 C 1.203 -1.284 -0.079
5 H 3.519 0.435 1.591
6 C 1.268 1.184 -0.112
7 C -0.164 1.271 0.037
8 H -0.896 -1.876 -0.183
9 C 1.898 -0.111 -0.048
10 H 3.906 -1.014 0.033
11 H -2.621 -1.991 -0.252
12 N -3.022 1.304 -0.229
13 C -2.250 0.105 -0.373
14 C 3.349 0.020 0.186
15 N -4.209 1.182 0.019
16 C -0.192 -1.077 -0.268
17 H 4.023 1.147 -0.649
18 S -4.734 -0.460 0.177
19 C -3.183 -0.898 -0.029
20 H -0.778 2.043 0.225

Forces on atoms 1 to 6 (eV/Å):
H -2.0651 -2.1013 -0.9785
C -2.6968 -6.5043 -1.6205
H -0.2284 0.2203 -0.0241
C -2.5260 0.2805 -0.6160
H -0.2214 -1.3174 -4.5076
C 0.0333 0.8242 2.6074

HOMO-LUMO gap = 8.50 eV
LUMO = 0.1 eV
max |F| = 7.87 eV/Å
HOMO level = -8.416 eV
molar mass = 176.244 g/mol

Atom charges from the Löwdin analysis, given in e for atoms 1 to 6:
1 H 0.142
2 C -0.261
3 H 0.116
4 C -0.022
5 H 0.178
6 C -0.009

***

4.
Molecular formula: FH3NO2P
Method: DFT, ωB97M-V/def2-TZVPD

Geometry (Å):
1 H 2.065 -0.739 -0.590
2 P -0.409 0.310 0.115
3 H -1.125 1.326 1.929
4 N -1.400 0.740 1.181
5 O -0.880 -0.765 -0.897
6 H -0.095 -1.339 -1.186
7 F 0.108 1.502 -0.886
8 O 1.735 -1.034 0.336

Forces on atoms 1 to 6 (eV/Å):
H -0.4811 -0.5612 2.2113
P 2.7221 0.5379 -1.2045
H 0.0997 0.7471 0.7151
N 0.6015 -1.2404 -0.8489
O 0.9036 -1.2984 -0.6630
H -1.3283 0.9277 0.7600

HOMO-LUMO gap (spin up / spin down) = 8.85 / 8.85 eV
LUMO (spin up / spin down) = -1.7 / -1.7 eV
max |F| = 4.32 eV/Å
HOMO level (spin up / spin down) = -10.590 / -10.590 eV
molar mass = 99.001 g/mol

Atom charges from the Löwdin analysis, given in e for atoms 1 to 6:
1 H -0.017
2 P 0.702
3 H 0.002
4 N -0.103
5 O -0.160
6 H 0.121

***

5.
Molecular formula: C4H8N2OS
Method: DFT, ωB97M-V/def2-TZVPD

Geometry (Å):
1 N -2.979 -0.481 0.001
2 C 2.423 0.285 -0.756
3 H 1.860 1.086 -1.188
4 N -2.143 0.634 0.003
5 H -2.790 -1.038 -0.838
6 H 3.298 -0.032 -1.294
7 S -0.111 -1.035 -0.003
8 H 3.336 -0.021 1.264
9 H 2.119 -1.749 0.019
10 H -2.794 -1.059 0.836
11 H 1.839 1.059 1.255
12 C -0.780 0.625 -0.001
13 H -2.599 1.536 -0.005
14 O -0.129 1.659 -0.001
15 C 2.417 0.279 0.753
16 C 1.672 -0.783 0.002

Forces on atoms 1 to 6 (eV/Å):
N 0.3733 -0.6133 0.1771
C -0.3584 -0.1930 0.4796
H -0.2127 0.0992 -0.2695
N -0.0490 0.1514 0.0447
H -0.1561 0.1160 0.3887
H 0.2574 -0.0307 -0.0538

HOMO-LUMO gap = 9.78 eV
LUMO = 0.7 eV
SMILES = NNC(=O)SC1CC1
max |F| = 0.98 eV/Å
HOMO level = -9.119 eV
molar mass = 132.188 g/mol

Atom charges from the Löwdin analysis, given in e for atoms 1 to 6:
1 N -0.010
2 C -0.141
3 H 0.085
4 N -0.102
5 H 0.073
6 H 0.094

***

6.
Molecular formula: C4H11NO2
Method: DFT, ωB97M-V/def2-TZVPD

Geometry (Å):
1 H -2.182 -0.238 2.194
2 C -0.969 0.050 -1.109
3 H -2.381 0.854 0.954
4 C 0.782 -0.764 0.275
5 O -2.479 -0.162 1.251
6 C 2.335 -0.832 0.532
7 O -1.464 2.095 0.241
8 H 2.992 -1.318 -0.232
9 H -1.686 -0.549 -0.610
10 H 1.049 0.344 -1.380
11 H -0.614 2.380 -1.658
12 H 2.562 -1.490 1.326
13 H 0.267 -0.140 1.060
14 N 0.450 -0.339 -1.054
15 H -1.168 0.024 -2.169
16 H 2.928 0.107 0.740
17 C -0.910 1.747 -0.749
18 H 0.488 -1.770 0.388

Forces on atoms 1 to 6 (eV/Å):
H -0.4904 0.4354 -1.3664
C 2.9540 4.0639 -2.3310
H 0.0584 -3.0956 1.3765
C 2.4250 1.1201 0.9390
O 0.1489 2.3238 0.6892
C 1.0169 0.9747 -0.9982

HOMO-LUMO gap = 9.03 eV
LUMO = 0.6 eV
SMILES = CCNCC=O.O
max |F| = 5.57 eV/Å
HOMO level = -8.465 eV
molar mass = 105.137 g/mol

Atom charges from the Löwdin analysis, given in e for atoms 1 to 6:
1 H 0.056
2 C -0.123
3 H 0.064
4 C -0.281
5 O -0.155
6 C -0.095

***

7.
Molecular formula: C19H56N8O9
Method: DFT, ωB97M-V/def2-TZVPD

Geometry (Å):
1 H -14.173 -0.961 7.739
2 H -17.390 -6.987 6.507
3 C -14.992 1.076 7.800
4 O -16.308 0.477 7.764
5 H -18.878 -8.978 10.180
6 O -17.119 -2.234 7.416
7 C -19.256 -1.025 7.322
8 N -22.783 -0.397 1.609
9 H -15.221 -3.287 6.594
10 H -13.853 2.711 7.228
11 H -14.033 -0.028 6.169
12 N -21.195 -2.068 1.725
13 H -19.847 -4.442 12.805
14 H -14.095 -4.597 6.167
15 H -20.143 -3.561 6.770
16 H -22.101 3.529 4.858
17 C -19.073 -3.431 6.622
18 H -19.421 -2.930 11.564
19 H -19.661 -7.509 9.411
20 H -17.662 -1.231 12.590
21 H -17.425 -9.044 8.089
22 H -25.791 -3.912 7.484
23 C -19.028 -5.151 2.678
24 C -18.212 -7.201 7.221
25 H -22.831 -3.392 6.778
26 H -20.570 4.179 4.610
27 H -17.059 -5.718 3.245
28 O -22.591 -1.476 3.497
29 C -13.988 0.037 7.307
30 H -17.549 -2.335 13.911
31 H -12.991 0.428 7.552
32 H -20.401 -4.744 1.281
33 H -24.180 -5.504 8.480
34 H -18.470 -6.197 7.539
35 H -18.960 -0.315 8.085
36 N -19.838 -5.456 1.619
37 O -16.874 -7.472 9.231
38 H -19.078 -3.206 5.575
39 H -20.358 -1.213 7.332
40 H -18.534 -4.331 6.795
41 C -18.523 -2.377 7.587
42 C -24.945 -3.229 7.403
43 H -19.047 -7.598 6.662
44 C -17.887 -8.090 8.430
45 O -19.109 -3.992 2.977
46 H -20.166 -6.386 1.417
47 N -18.018 -6.054 2.979
48 H -19.179 -1.633 13.565
49 C -18.233 -1.963 13.102
50 H -17.371 -3.544 4.135
51 C -20.737 2.861 6.276
52 O -23.974 -4.798 5.914
53 C -18.598 -3.156 12.261
54 H -23.260 0.298 2.118
55 N -16.457 -3.257 4.527
56 H -19.748 -9.000 8.558
57 C -23.691 -4.028 7.072
58 C -17.394 -3.626 11.446
59 N -21.789 2.108 7.014
60 O -15.584 -5.362 4.438
61 H -15.581 3.130 7.376
62 H -22.334 -0.165 0.708
63 H -17.985 -6.872 2.412
64 H -22.537 1.965 6.356
65 H -15.089 2.157 6.015
66 H -18.844 -2.664 8.606
67 H -25.121 -2.711 6.468
68 H -14.835 1.264 8.901
69 N -14.782 -3.888 5.879
70 H -23.029 -4.265 9.135
71 O -19.025 -4.184 13.201
72 O -19.583 2.814 6.679
73 H -16.917 -1.357 7.768
74 C -15.611 -4.223 4.880
75 H -17.739 -4.381 10.693
76 C -19.135 -8.426 9.237
77 H -21.193 -2.023 0.773
78 N -21.200 3.627 5.249
79 H -20.716 -2.812 2.228
80 C -22.151 -1.375 2.391
81 H -16.657 -4.158 12.056
82 H -17.072 -6.532 9.296
83 H -21.388 1.149 6.892
84 H -18.979 -0.707 6.347
85 C -14.874 2.358 7.072
86 C -23.314 -4.926 8.277
87 H -24.737 -2.586 8.224
88 H -16.973 1.165 7.666
89 H -22.389 -5.483 8.198
90 H -23.155 -5.009 5.450
91 H -16.944 -2.776 10.942
92 H -16.614 -2.435 5.138

Forces on atoms 1 to 6 (eV/Å):
H 0.2266 0.5110 -0.1088
H -0.1211 -0.7082 0.4881
C -0.3736 -1.1208 2.2572
O 0.1143 0.0707 -0.5336
H -0.4019 0.5581 -0.9540
O -0.4809 -0.2339 0.3105

HOMO-LUMO gap = 9.75 eV
LUMO = 0.2 eV
SMILES = NC(N)=O.NC(N)=O.NC(N)=O.NC(N)=O.CC(C)O.CC(C)O.CC(C)O.CC(C)O.CC(C)O
max |F| = 3.59 eV/Å
HOMO level = -9.533 eV
molar mass = 540.704 g/mol

Atom charges from the Löwdin analysis, given in e for atoms 1 to 6:
1 H 0.077
2 H 0.089
3 C -0.501
4 O -0.080
5 H 0.100
6 O -0.069

***

8.
Molecular formula: C33H88N18O11
Method: DFT, ωB97M-V/def2-TZVPD

Geometry (Å):
1 H -16.283 10.635 -10.574
2 N -17.914 -2.197 -6.650
3 H -21.697 2.625 -10.920
4 H -19.849 10.494 -9.789
5 H -18.340 7.864 -12.077
6 O -20.465 -0.518 0.681
7 N -18.529 3.261 -4.695
8 O -20.106 2.378 -1.432
9 C -20.572 -1.559 -9.500
10 C -19.798 7.739 -8.961
11 C -23.574 1.681 -4.878
12 C -20.413 8.469 -10.161
13 H -17.927 9.382 -12.866
14 H -15.922 8.059 -9.881
15 H -20.016 10.062 -11.463
16 H -18.136 5.347 -9.570
17 H -18.955 1.375 -7.912
18 H -18.801 3.706 -3.830
19 H -20.345 -0.486 -7.105
20 H -14.671 -4.742 -0.428
21 H -22.050 -2.487 0.620
22 C -17.365 10.773 -10.550
23 N -16.803 -1.217 -4.886
24 N -17.669 8.679 -9.397
25 H -16.719 7.940 -2.161
26 H -22.821 1.092 -9.187
27 N -22.649 5.578 -7.532
28 C -21.694 4.686 -7.125
29 H -16.769 -0.825 0.001
30 H -16.248 0.337 -1.192
31 H -20.613 0.615 -1.555
32 N -19.229 4.161 -0.294
33 N -19.258 2.075 0.651
34 N -20.095 0.900 -9.309
35 H -21.635 1.336 -4.982
36 H -16.792 6.531 -7.852
37 H -18.482 6.069 -7.371
38 H -19.489 -0.371 -11.767
39 H -16.612 -3.274 0.284
40 O -16.583 -1.551 -1.953
41 H -20.545 -1.635 -10.587
42 H -17.509 11.296 -9.600
43 H -18.858 6.137 -10.848
44 N -18.526 7.494 -3.893
45 H -14.428 2.493 -4.325
46 H -18.132 -5.011 -0.674
47 N -15.980 5.320 0.279
48 H -18.202 2.764 -10.102
49 H -21.476 8.686 -10.071
50 H -13.919 3.483 0.920
51 N -21.133 -0.258 -1.461
52 H -23.086 -0.585 -9.439
53 C -18.148 6.620 -2.911
54 H -16.488 -1.476 -3.957
55 H -22.025 2.948 -5.541
56 H -19.572 1.111 0.505
57 C -13.712 4.293 0.223
58 C -15.551 3.670 -1.503
59 N -22.072 -1.911 -0.203
60 H -22.834 6.319 -6.878
61 H -22.016 -0.387 -11.678
62 C -18.089 9.415 -10.574
63 H -18.928 0.284 -3.722
64 O -16.634 -3.460 -5.256
65 C -19.586 9.721 -10.518
66 H -17.926 -1.317 -7.146
67 H -18.453 8.485 -3.745
68 C -19.071 0.618 -11.603
69 C -17.094 -2.367 -5.578
70 H -21.599 0.755 -7.128
71 C -15.029 -3.843 -0.926
72 C -17.791 8.797 -11.959
73 N -17.168 7.048 -2.096
74 C -18.044 6.281 -10.134
75 H -18.877 4.655 0.499
76 C -18.302 7.390 -9.096
77 H -15.631 6.097 0.827
78 H -16.723 8.544 -11.932
79 C -17.824 6.861 -7.726
80 H -20.308 7.808 -11.029
81 N -22.290 2.094 -5.072
82 H -13.347 5.190 0.726
83 H -19.114 3.371 -11.462
84 H -20.396 6.816 -8.906
85 H -21.033 1.889 -12.395
86 N -18.960 1.288 -3.699
87 H -15.512 1.609 -3.178
88 H -17.805 -3.005 -7.253
89 H -25.441 2.055 -5.165
90 H -16.061 3.062 -3.922
91 C -22.398 0.221 -9.701
92 H -17.899 -0.125 -1.288
93 C -21.044 -0.164 -9.066
94 H -21.074 2.780 -7.519
95 H -22.195 3.454 -8.653
96 C -17.306 -2.740 -1.657
97 C -19.557 2.857 -0.432
98 H -19.317 4.695 -1.154
99 C -21.304 -0.211 -7.546
100 H -16.976 -5.444 -1.690
101 H -16.776 6.362 -1.458
102 O -16.274 8.656 -9.197
103 C -19.892 1.500 -10.631
104 H -18.977 1.842 -2.856
105 H -12.918 4.013 -0.473
106 C -16.530 -3.706 -0.720
107 H -14.618 5.561 -1.232
108 C -14.943 4.736 -0.590
109 H -23.338 5.396 -8.237
110 H -17.682 11.458 -11.335
111 O -18.654 5.494 -2.848
112 O -21.086 4.818 -6.057
113 H -17.761 7.617 -6.941
114 H -18.558 3.801 -5.544
115 C -22.231 0.561 -11.178
116 H -16.542 3.991 -1.854
117 H -19.535 -1.645 -9.165
118 H -18.800 1.148 -12.519
119 H -18.068 0.410 -11.208
120 C -19.214 2.853 -10.506
121 H -22.066 -0.940 -7.272
122 C -18.835 1.944 -4.878
123 H -17.084 6.282 -10.644
124 C -15.156 2.587 -3.525
125 C -16.909 -0.523 -1.038
126 H -14.754 -3.919 -1.983
127 O -14.599 3.356 -2.479
128 H -19.361 7.147 -4.346
129 C -21.243 1.722 -11.340
130 H -18.612 2.344 1.363
131 H -17.483 -3.226 -2.621
132 O -18.860 0.734 -8.636
133 H -15.837 2.764 -0.938
134 H -23.168 0.872 -11.651
135 N -17.122 -5.023 -0.777
136 H -24.426 3.502 -5.476
137 H -17.159 -0.291 -5.036
138 H -16.192 4.573 0.937
139 H -21.126 -2.393 -9.073
140 C -21.164 -0.908 -0.265
141 O -18.874 1.411 -5.997
142 H -20.045 8.169 -7.988
143 H -18.285 -2.560 -1.200
144 H -22.520 -2.182 -1.056
145 O -23.804 0.483 -4.662
146 N -24.564 2.550 -5.206
147 H -14.445 -3.005 -0.542
148 H -21.784 -0.421 -2.211
149 N -21.571 3.581 -7.876
150 H -19.710 3.540 -9.816

Forces on atoms 1 to 6 (eV/Å):
H -0.0304 -0.0194 -0.4342
N -0.1602 -0.8079 -1.1112
H -0.1639 0.0072 -0.0873
H 0.4662 0.0501 0.1218
H 0.0192 0.0016 -0.1970
O -0.2547 -0.8265 -0.2822

HOMO-LUMO gap = 8.32 eV
LUMO = 0.1 eV
SMILES = CC1(C)CCCC(C)(C)N1O.CC1(C)CCCC(C)(C)N1O.COC[C@H](C)N.COC[C@H](C)N.NC(N)=O.NC(N)=O.NC(N)=O.NC(N)=O.NC(N)=O.NC(N)=O.NC(N)=O
max |F| = 2.62 eV/Å
HOMO level = -8.180 eV
molar mass = 913.182 g/mol

Atom charges from the Löwdin analysis, given in e for atoms 1 to 6:
1 H 0.075
2 N 0.157
3 H 0.107
4 H 0.118
5 H 0.058
6 O -0.018

***

Q: Which value of molar mass does entry 5 give?
A: 132.188 g/mol